Entry 1:
Density functional theory data (the ωB97M-V functional and the def2-TZVPD basis) for a 6-piece molecular cluster, C27H47INO15PS6 overall at a distorted geometry.

```
98
Properties=species:S:1:pos:R:3:forces:R:3:mulliken_charge:R:1
O 0.7337 5.4547 0.5482 -3.7 2.0 -4.3 -0.539
S -0.4248 5.9145 -0.3691 -1.7 -0.5 4.6 1.011
O -1.2618 7.1258 0.1602 3.7 -4.1 -3.0 -0.530
O -0.1564 5.7409 -2.0411 -0.9 -0.5 2.6 -0.322
C -1.3701 5.0923 -2.6324 -0.5 1.0 -1.0 -0.286
C -1.9636 3.9739 -1.5390 -2.4 2.5 1.6 0.775
C -3.6267 3.9451 -1.3681 -4.4 0.4 0.0 -0.089
C -4.4284 4.9377 -0.3604 -1.6 -0.4 -0.5 -0.179
C -6.0812 4.9976 -0.1466 2.6 -4.2 -4.1 -0.396
C -6.8540 3.8776 -1.1174 4.6 1.4 0.8 -0.409
C -5.8650 2.9940 -2.0644 -0.2 1.3 1.0 -0.047
N -4.3869 2.9948 -2.2229 -2.4 3.5 3.6 -0.212
P -0.9786 2.3454 -1.3466 2.2 0.1 1.9 0.037
O -0.9505 2.0954 0.4134 4.3 1.8 -4.1 -0.407
I -2.0606 0.3777 -2.2823 -0.4 0.4 0.5 -0.004
O -1.5646 4.6451 -0.2538 1.4 1.0 -1.5 -0.356
H -1.0304 4.7117 -3.6832 -0.5 0.3 2.3 0.313
H -2.0459 6.0484 -2.8129 0.6 -2.5 0.5 0.283
H -3.8401 5.7411 0.3002 -1.2 -2.2 -1.7 0.183
H -6.6239 5.7225 0.5929 1.3 -1.6 -1.6 0.315
H -8.0364 3.7744 -1.0864 2.9 0.0 -0.3 0.290
H -6.4389 2.2253 -2.7797 1.7 1.8 1.8 0.189
H -0.0930 2.5020 0.7589 -1.2 -0.5 -1.2 0.278
C 3.2066 -0.8757 -3.2997 0.0 -0.3 0.1 -0.238
C 4.1034 -0.0396 -4.2115 0.4 -0.1 0.1 -0.568
C 3.1928 0.7919 -5.1133 0.5 0.0 -0.5 -0.726
S 1.6794 1.0450 -4.1982 -0.1 0.2 0.3 1.185
O 0.6056 0.3585 -4.8849 0.1 0.4 0.1 -0.639
O 1.5853 2.4377 -3.8082 -0.3 -0.3 -0.4 -0.632
C 2.1465 0.0808 -2.7743 0.1 -0.3 0.4 -0.575
H 3.7725 -1.3357 -2.4843 -0.2 0.2 -0.3 -0.088
H 2.7347 -1.6777 -3.8798 0.0 0.1 0.1 0.325
H 4.7252 0.6261 -3.6006 -0.1 -0.2 -0.1 0.262
H 4.7776 -0.6676 -4.8023 -0.1 0.1 0.1 0.379
H 3.6390 1.7605 -5.3524 -0.3 -0.1 0.0 0.329
H 2.9462 0.2576 -6.0349 -0.1 0.1 0.2 0.339
H 1.2726 -0.4291 -2.3652 -0.1 0.2 -0.1 0.368
H 2.5667 0.7643 -2.0305 -0.1 0.0 -0.1 0.343
C -6.2547 -4.0488 -2.5299 -0.1 -0.3 -0.1 -0.629
C -5.2546 -3.4719 -3.5307 0.3 -0.2 0.0 -0.576
C -5.7950 -2.1191 -3.9912 0.4 -0.1 -0.6 -0.581
S -6.7882 -1.4932 -2.6445 0.1 0.4 0.2 1.080
O -8.1680 -1.4335 -3.0787 0.4 0.2 0.2 -0.695
O -6.1150 -0.3598 -2.0421 -0.6 -0.2 -0.3 -0.504
C -6.5919 -2.9090 -1.5802 0.0 -0.5 0.4 -0.658
H -5.8431 -4.9094 -1.9947 -0.1 0.1 -0.1 0.347
H -7.1578 -4.3778 -3.0577 0.1 0.0 0.1 0.301
H -4.2845 -3.3333 -3.0382 -0.1 0.0 -0.1 0.230
H -5.0982 -4.1443 -4.3800 0.0 0.1 0.1 0.334
H -4.9871 -1.4147 -4.2046 -0.3 0.1 0.1 0.309
H -6.4400 -2.2232 -4.8680 0.0 0.1 0.2 0.362
H -7.5082 -3.0797 -1.0126 0.1 0.2 -0.1 0.403
H -5.7598 -2.7037 -0.9002 -0.1 0.1 -0.1 0.295
C -3.3523 0.4032 4.7193 -0.1 0.0 0.3 -0.592
C -4.0963 -0.4890 3.7267 -0.1 -0.4 0.1 -0.597
C -4.5658 0.3984 2.5751 -0.6 -0.5 0.1 -0.565
S -3.4043 1.7526 2.4821 -0.1 0.1 -0.8 1.157
O -4.0979 2.9782 2.8180 0.3 -0.2 -0.2 -0.750
O -2.6087 1.6166 1.2783 -4.2 -0.7 2.5 -0.378
C -2.4163 1.2613 3.8813 0.3 -0.1 0.5 -0.768
H -2.8032 -0.1843 5.4609 -0.1 0.1 -0.1 0.340
H -4.0683 1.0394 5.2531 0.1 0.0 -0.1 0.286
H -3.4138 -1.2581 3.3451 -0.1 0.1 0.1 0.289
H -4.9396 -1.0033 4.1980 0.1 0.0 -0.1 0.324
H -4.5693 -0.1430 1.6257 0.0 0.3 0.0 0.227
H -5.5577 0.8154 2.7699 0.2 0.0 -0.1 0.351
H -2.0531 2.1438 4.4107 -0.1 0.0 -0.2 0.428
H -1.5734 0.6734 3.5059 -0.1 0.1 0.0 0.299
C 6.7191 -3.4400 1.0230 0.1 -0.2 0.2 -0.230
C 7.7772 -2.3494 0.8629 0.1 0.1 0.3 -0.496
C 8.0267 -2.1685 -0.6334 0.6 0.2 0.2 -0.719
S 6.5077 -2.6305 -1.4526 0.0 -0.1 0.0 1.145
O 6.7530 -3.8196 -2.2414 -0.2 0.5 0.0 -0.710
O 5.8865 -1.4452 -2.0091 0.3 -0.4 -0.2 -0.636
C 5.6247 -3.1030 0.0213 -0.3 -0.2 0.4 -0.673
H 6.3300 -3.4815 2.0445 0.2 -0.1 -0.4 -0.235
H 7.1567 -4.4173 0.7867 -0.1 0.1 0.0 0.355
H 7.4020 -1.4117 1.2904 0.1 -0.2 0.0 0.216
H 8.7025 -2.6030 1.3896 -0.2 0.1 -0.1 0.429
H 8.2705 -1.1316 -0.8781 -0.1 -0.2 -0.2 0.378
H 8.8194 -2.8319 -0.9901 -0.2 0.1 -0.1 0.345
H 4.9639 -3.9448 -0.1926 0.1 0.1 -0.2 0.508
H 5.0401 -2.2395 0.3524 0.1 0.0 -0.1 0.281
C 3.3053 -1.4568 4.8397 -0.3 -0.1 0.1 -0.693
C 4.1083 -1.2449 6.1222 -0.1 0.3 0.2 -0.652
C 5.2576 -2.2515 6.1153 0.0 0.1 0.7 -0.707
S 5.6222 -2.5818 4.3979 0.2 0.2 0.1 1.232
O 5.3018 -3.9654 4.1168 0.3 0.3 0.0 -0.680
O 6.9063 -1.9995 4.0625 -0.3 -0.5 0.0 -0.684
C 4.3324 -1.5549 3.7215 -0.4 0.3 -0.3 -0.502
H 2.5972 -0.6416 4.6646 0.1 -0.1 0.0 0.371
H 2.7361 -2.3914 4.9101 0.1 0.1 -0.1 0.317
H 4.5113 -0.2249 6.1359 -0.1 -0.2 0.0 0.303
H 3.4851 -1.3634 7.0141 0.1 0.0 -0.1 0.328
H 6.1480 -1.8487 6.6047 0.0 -0.2 -0.2 0.350
H 4.9671 -3.1940 6.5875 0.1 0.1 -0.2 0.355
H 3.9344 -2.0060 2.8110 0.2 0.0 0.1 0.277
H 4.7666 -0.5757 3.4986 0.0 -0.2 0.0 0.393
```
Positions in Å, forces in eV/Å.

net charge = 0
molar mass = 975.95 g/mol
HOMO-LUMO gap = 7.754 eV
SMILES = O=S1(=O)OC[C@@](c2ccccn2)(P(O)I)O1.O=S1(=O)CCCC1.O=S1(=O)CCCC1.O=S1(=O)CCCC1.O=S1(=O)CCCC1.O=S1(=O)CCCC1
HOMO level = -7.9 eV

***

Entry 2:
Density functional theory data (the ωB97M-V functional and the def2-TZVPD basis) for a 2-piece molecular cluster, C4H11N3O overall at a distorted geometry.

```
19
Properties=species:S:1:pos:R:3:forces:R:3:mulliken_charge:R:1
C -1.1676 -1.2405 -0.5795 0.1 -0.1 0.2 -1.111
C -1.4342 1.1894 -0.9162 0.0 0.2 0.1 -1.164
N -1.0336 0.0994 -0.0572 0.0 0.0 -0.1 0.120
H 1.6698 1.3416 -1.0662 0.1 0.0 0.3 0.252
H -1.8128 -1.8542 0.0579 0.0 -0.1 -0.1 0.352
H -1.6241 -1.1834 -1.5644 0.0 0.0 0.0 0.407
H -1.2255 2.1199 -0.3922 -0.1 0.0 -0.1 0.369
H -2.5036 1.1250 -1.1278 0.0 0.0 -0.1 0.373
H -0.8764 1.1702 -1.8559 0.0 0.0 0.0 0.387
H -0.1917 -1.7216 -0.6790 0.0 0.0 -0.1 0.341
C -0.3035 0.3795 1.0565 -0.2 -0.2 -0.1 0.556
N 0.1401 -0.7154 1.7686 0.1 -0.2 0.1 -0.384
C 2.5741 -0.0291 -0.0845 0.4 -0.1 0.6 -0.292
N 1.9407 0.3585 -1.0898 -0.5 0.2 -0.9 -0.523
O -0.0276 1.5124 1.4062 0.2 0.4 0.2 -0.678
H -0.3686 -1.5805 1.7188 0.0 0.0 0.0 0.175
H 0.5101 -0.4833 2.6765 -0.1 0.0 -0.1 0.261
H 2.8805 -1.0687 -0.0499 0.1 -0.2 0.1 0.287
H 2.8539 0.5806 0.7781 -0.1 0.1 -0.1 0.272
```
Positions in Å, forces in eV/Å.

net charge = 0
molar mass = 117.15 g/mol
HOMO-LUMO gap = 10.015 eV
SMILES = CN(C)C(N)=O.C=N
energy above the lowest of the compared OMol25 structures with the same formula, charge and spin = 26.2 kcal/mol
HOMO level = -9.1 eV

***

Entry 3:
Density functional theory data (the ωB97M-V functional and the def2-TZVPD basis) for the molecule C6H12O.

```
19
Properties=species:S:1:pos:R:3:forces:R:3:mulliken_charge:R:1
C -1.8530 -0.9417 -0.6060 0.0 0.0 0.0 -1.535
C -0.8013 0.0876 -0.1863 0.0 -0.1 0.0 1.209
C -1.4555 1.2678 0.5605 0.0 0.1 0.1 -1.495
C 0.1115 -0.4496 0.8623 0.0 0.2 -0.2 -1.043
O 1.4102 -1.6583 0.0347 0.0 -0.2 0.1 -0.452
C 1.5790 -0.3297 0.6042 0.1 0.2 0.1 0.563
C 2.2173 0.5745 -0.4330 -0.1 0.0 0.0 -1.413
H -2.5994 -0.4839 -1.2665 0.1 0.0 0.1 0.402
H -1.3864 -1.7728 -1.1467 -0.1 0.1 0.1 0.367
H -2.3634 -1.3509 0.2729 0.1 0.1 -0.1 0.339
H -0.3140 0.4801 -1.0926 0.0 -0.1 0.2 0.149
H -1.9754 0.9082 1.4545 0.1 0.1 -0.1 0.361
H -2.1770 1.7616 -0.0985 0.1 -0.1 0.1 0.411
H -0.7123 2.0112 0.8727 -0.1 -0.1 0.0 0.355
H 0.9538 -2.1756 0.7302 0.2 -0.1 -0.1 0.391
H 2.2018 -0.3617 1.5075 -0.2 0.0 -0.1 0.343
H 1.7235 0.4973 -1.4046 0.1 0.0 0.2 0.358
H 3.2739 0.3191 -0.5691 -0.2 0.0 0.1 0.377
H 2.1667 1.6167 -0.0962 0.0 -0.2 0.0 0.313
```
Positions in Å, forces in eV/Å.

net charge = 0
molar mass = 100.16 g/mol
HOMO-LUMO gap = 8.992 eV
energy above the lowest of the compared OMol25 structures with the same formula, charge and spin = 91.9 kcal/mol
HOMO level = -8.3 eV

***

Entry 4:
Density functional theory data (the ωB97M-V functional and the def2-TZVPD basis) for an isolated ion of composition C4H11N2 and charge +1 at a distorted geometry.

```
17
Properties=species:S:1:pos:R:3:forces:R:3:mulliken_charge:R:1
C 1.9037 -0.9517 -1.3690 1.5 -0.1 -1.3 -1.093
C 1.5724 0.4797 -0.9574 0.8 1.6 0.9 -0.485
C 0.4363 0.5255 0.1069 1.7 3.2 0.8 -0.789
N -1.5316 -0.0630 1.9205 0.2 -0.4 -0.8 -0.280
C -1.7913 -0.1276 0.5950 -1.7 -0.7 0.1 0.178
N -0.9131 0.2470 -0.3543 -0.6 -1.8 2.9 -0.012
H 2.0739 -1.5650 -0.4824 -0.2 -0.1 -0.1 0.307
H 1.2031 -1.3976 -2.0380 -1.2 -0.4 0.0 0.321
H 2.8288 -1.1125 -2.0162 -0.8 0.9 1.1 0.328
H 1.3374 1.2805 -1.7102 0.4 -1.2 0.1 0.381
H 2.5155 0.8624 -0.4034 -1.6 -0.3 -0.8 0.259
H 0.3007 1.6112 0.5788 1.0 -2.0 -0.9 0.421
H 0.9054 -0.1124 0.8877 -1.4 -0.1 -0.2 0.374
H -2.2000 -0.4158 2.6399 0.8 0.4 -1.3 0.281
H -0.5866 0.1703 2.2537 -0.8 0.0 -0.2 0.238
H -2.8638 -0.6039 0.3885 2.5 1.6 -0.1 0.310
H -1.1278 0.4390 -1.3150 -0.5 -0.4 -0.3 0.262
```
Positions in Å, forces in eV/Å.

net charge = +1
molar mass = 87.15 g/mol
HOMO-LUMO gap = 11.408 eV
SMILES = CCC/[NH+]=C\N
energy above the lowest of the compared OMol25 structures with the same formula, charge and spin = 34.5 kcal/mol
HOMO level = -15.2 eV

***

Entry 5:
Density functional theory data (the ωB97M-V functional and the def2-TZVPD basis) for C7H20Cl2N6O12 as an isolated structure at a distorted geometry.

```
47
Properties=species:S:1:pos:R:3:forces:R:3:mulliken_charge:R:1
C -3.8368 3.8044 -2.4066 -1.2 0.5 2.7 -0.326
N -5.3114 4.1174 -2.1013 0.7 0.4 1.4 0.864
O -5.9403 4.8058 -2.8894 2.5 0.9 1.2 -0.477
O -5.8141 3.6798 -1.0684 0.5 0.0 -0.9 -0.558
H -3.1945 4.6507 -2.1631 -0.5 0.4 -0.3 0.330
H -3.8121 3.4518 -3.4377 -0.5 1.5 2.7 -0.093
H -3.5054 3.0229 -1.7229 -0.4 -0.1 0.0 0.291
C -2.7944 4.0193 -6.8787 0.4 0.1 -2.4 -0.871
N -3.4405 4.7691 -8.0265 -0.1 -0.9 3.1 1.116
O -3.1101 5.8711 -8.1586 2.4 4.8 -0.9 -0.617
O -4.4116 4.3303 -8.5507 -1.4 2.6 -1.4 -0.603
H -3.0314 2.9754 -7.0840 0.8 0.3 0.1 0.364
H -3.2721 4.2365 -5.9234 0.0 1.6 -1.7 0.445
H -1.7329 4.2662 -6.8613 -0.1 -0.1 -0.1 0.363
C -3.7608 -2.1183 -4.6824 0.1 -1.5 0.6 -0.890
N -3.3570 -0.8428 -5.2619 2.6 -2.7 0.0 0.819
O -2.3285 -0.8181 -5.9112 -0.4 0.0 -0.2 -0.567
O -3.9944 0.1073 -4.9800 1.7 -1.6 2.9 -0.348
H -2.8635 -2.5444 -4.2336 0.0 -0.1 -0.4 0.341
H -4.1569 -2.7234 -5.4979 0.2 -0.1 0.2 0.319
H -4.4936 -2.0267 -3.8807 -0.1 0.5 -0.5 0.319
C -7.3742 3.6981 -4.0645 -1.1 -0.5 -0.9 -0.920
N -8.5900 3.1935 -4.8090 0.4 1.2 0.6 1.106
O -9.0770 3.9294 -5.6376 0.2 0.4 -0.5 -0.613
O -9.0521 2.1417 -4.5010 -0.4 -2.0 0.5 -0.595
H -7.3720 4.7745 -4.2360 0.0 -0.6 -0.2 0.373
H -6.5223 3.1457 -4.4610 -0.9 1.2 -0.4 0.041
H -7.3413 3.4079 -3.0144 -1.4 -0.1 -0.3 0.519
C -4.7360 2.3730 -9.0437 0.0 -1.1 -4.2 -1.112
N -4.6091 0.9521 -9.3672 1.5 -2.2 -1.8 0.840
O -4.4012 0.7400 -10.5765 -0.6 -0.6 2.1 -0.581
O -4.6121 0.0152 -8.4959 4.9 6.9 -3.7 -0.498
H -3.8241 2.7377 -8.5711 -0.7 -2.1 -0.3 0.408
H -5.7059 2.5688 -8.5863 0.6 -0.7 -1.9 0.440
H -4.7850 2.9274 -9.9809 0.3 -0.9 -0.5 0.441
C -6.2120 -0.9425 -7.8382 -3.0 -2.5 2.0 -0.851
N -6.2461 -0.4527 -6.4159 -0.6 -0.6 -1.0 0.823
O -6.3443 0.7547 -6.2769 -2.8 -3.1 -0.3 -0.482
O -6.1697 -1.2730 -5.5158 -0.3 0.3 -0.2 -0.580
H -5.2027 -1.2447 -8.1177 -1.4 -1.5 0.7 0.384
H -6.5961 -0.1028 -8.4174 -0.4 -0.9 0.0 0.198
H -6.7882 -1.8678 -7.8321 -0.8 0.3 0.0 0.342
C -4.8836 2.0201 -5.4238 -1.8 3.7 0.0 0.836
Cl -5.3923 2.8347 -6.9180 -0.6 1.3 7.1 -0.251
Cl -3.4617 2.8221 -4.8019 1.7 -4.4 -1.3 -0.456
H -5.6269 2.2392 -4.6572 0.7 -1.0 -0.2 0.273
H -4.7365 0.9485 -5.5587 -0.6 3.3 -1.1 -0.307
```
Positions in Å, forces in eV/Å.

net charge = 0
molar mass = 451.17 g/mol
HOMO-LUMO gap = 8.775 eV
energy above the lowest of the compared OMol25 structures with the same formula, charge and spin = 335.8 kcal/mol
HOMO level = -9.6 eV